Computed, not measured: a molecular structure, CH8IP5 at a distorted geometry, with ωB97M-V/def2-TZVPD.

Positions of all 15 atoms, in Å:
I 3.19 0.05 0.53
P 1.33 -0.87 -1.86
P -1.33 0.66 1.25
P 0.68 1.86 -0.46
P 0.06 -1.05 1.06
P -0.83 -2.32 -0.50
C 1.18 0.10 -0.35
H 1.64 1.88 -1.57
H -1.95 -2.89 0.19
H 0.14 -0.34 -2.54
H 2.30 0.26 -2.45
H -0.11 -3.51 -0.60
H -0.98 1.00 2.54
H -2.53 -0.01 1.71
H -0.32 1.44 -1.27

LUMO level = -0.006 Eh
2S+1 = 1
Relative energy (zero: lowest compared OMol25 entry of this formula, charge and spin) = 16.0 kcal per mole
Energy = -2047.2227 a.u.
HOMO level = -8.4970 eV